No. 1
This record from OMol25 describes a structure of composition H12O6Zn. The level of theory is the ωB97M-V functional and the def2-TZVPD basis.

ORCA input file:
```
! RIJCOSX wB97M-V def2-TZVPD def2/J DEFGRID3
* xyz 2 1
Zn 0.021 -0.017 0.081
O 1.487 -0.703 -1.185
H 1.717 -1.516 -1.634
H 1.938 -0.019 -1.681
O 1.150 -0.606 1.660
H 1.039 -0.243 2.539
H 1.886 -1.212 1.743
O -0.785 -1.813 -0.414
H -0.404 -2.619 -0.066
H -1.447 -2.109 -1.038
O 0.664 1.917 0.438
H 0.490 2.614 1.070
H 0.985 2.374 -0.340
O -1.573 0.208 1.300
H -1.886 -0.144 2.133
H -2.266 0.803 1.015
O -0.861 0.853 -1.557
H -0.606 0.718 -2.469
H -1.552 1.514 -1.596
*
```

Its energy is -60883.74700 eV. The value obtained for the gap between HOMO and LUMO is 13.252 eV. As for the relative energy (zero: lowest compared OMol25 entry of this formula, charge and spin): 0.5565 eV.

No. 2
This record from OMol25 describes a cluster of 6 separate species, H13O6 in total at a distorted geometry. The level of theory is the ωB97M-V functional and the def2-TZVPD basis.

ORCA input file:
```
! RIJCOSX wB97M-V def2-TZVPD def2/J DEFGRID3
* xyz 2 2
O 1.689 -0.154 -0.524
H 2.436 0.332 -0.146
H 1.329 0.409 -1.383
O -0.345 -2.443 -0.967
H -0.330 -3.073 -1.681
H 0.358 -1.863 -1.152
O -1.595 -2.115 1.209
H -1.345 -2.335 0.200
H -2.560 -2.089 1.116
O -0.558 3.041 1.556
H 0.141 3.546 2.111
H -1.385 3.456 1.903
O 1.157 1.428 -2.561
H 1.066 2.380 -2.607
H 0.702 1.055 -3.286
O -0.265 0.055 1.432
H -0.177 0.999 1.661
H 0.288 -0.048 0.644
H -1.164 -1.191 1.524
*
```

Its energy is -12474.53191 eV. The value obtained for the gap between HOMO and LUMO (alpha / beta) is 13.386 / 3.568 eV. As for the relative energy (zero: lowest compared OMol25 entry of this formula, charge and spin): 0.7269 eV.

No. 3
This record from OMol25 describes a cluster of 7 separate species, H13O6S in total at a distorted geometry. The level of theory is the ωB97M-V functional and the def2-TZVPD basis.

ORCA input file:
```
! RIJCOSX wB97M-V def2-TZVPD def2/J DEFGRID3
* xyz -1 1
S 1.580 -1.879 0.067
H 0.888 -2.504 -0.818
H -0.358 0.895 -1.002
H -1.444 0.150 -1.490
O -1.256 0.818 -0.938
H 1.315 1.599 0.485
H 1.010 -0.073 -0.153
O 1.164 1.088 -0.274
H -3.442 -1.293 -0.732
H -3.314 -0.097 0.273
O -3.873 -0.679 -0.198
H -2.323 2.697 2.036
H -2.138 2.571 0.559
O -2.369 3.192 1.222
H 4.609 -1.374 -1.392
H 5.336 -0.300 -2.148
O 5.321 -1.235 -2.112
H -1.710 -0.265 2.949
H -1.070 0.191 1.542
O -1.818 0.301 2.151
*
```

Its energy is -23332.37053 eV. The value obtained for the gap between HOMO and LUMO is 7.529 eV. As for the relative energy (zero: lowest compared OMol25 entry of this formula, charge and spin): 2.0791 eV.

No. 4
This record from OMol25 describes a cluster of 7 separate species, H13O6S in total at a distorted geometry. The level of theory is the ωB97M-V functional and the def2-TZVPD basis.

ORCA input file:
```
! RIJCOSX wB97M-V def2-TZVPD def2/J DEFGRID3
* xyz -1 1
S 0.007 0.063 -2.277
H 0.767 0.937 -1.594
H -2.107 0.651 -1.774
H -3.021 1.529 -2.507
O -2.951 1.149 -1.630
H -1.194 -1.895 -1.571
H -0.152 -2.496 -0.688
O -1.029 -2.680 -1.017
H -2.294 1.516 0.270
H -1.593 1.971 1.573
O -1.999 2.292 0.776
H 1.395 1.344 2.960
H 2.659 1.059 3.740
O 1.940 1.682 3.673
H 2.185 -3.717 -0.822
H 1.731 -2.243 -0.906
O 2.499 -2.814 -0.763
H 0.268 0.510 0.699
H 1.796 0.274 0.807
O 1.093 0.867 1.050
*
```

Its energy is -23333.39149 eV. The value obtained for the gap between HOMO and LUMO is 7.453 eV. As for the relative energy (zero: lowest compared OMol25 entry of this formula, charge and spin): 1.0582 eV.

No. 5
This record from OMol25 describes a structure of composition H14HfNO10 at a distorted geometry. The level of theory is the ωB97M-V functional and the def2-TZVPD basis.

ORCA input file:
```
! RIJCOSX wB97M-V def2-TZVPD def2/J DEFGRID3
* xyz 3 1
Hf 33.424 17.317 1.397
N 36.524 17.289 1.892
O 37.253 16.999 0.940
O 36.537 16.438 2.803
O 35.421 17.823 1.649
O 33.537 19.296 0.516
H 33.674 19.663 -0.382
H 33.040 20.106 0.794
O 31.836 15.913 2.022
H 32.097 14.979 1.979
H 30.947 15.925 1.639
O 34.291 15.338 1.471
H 34.414 14.500 0.959
H 34.783 15.175 2.269
O 31.780 18.520 2.178
H 31.551 18.652 3.057
H 30.915 18.625 1.775
O 31.565 17.377 -0.167
H 31.069 16.625 -0.515
H 31.332 18.179 -0.762
O 34.173 16.966 -0.535
H 34.932 16.380 -0.626
H 33.623 16.897 -1.318
O 33.581 17.038 3.461
H 32.984 16.569 4.084
H 34.011 17.665 4.096
*
```

Its energy is -23468.00623 eV. The value obtained for the gap between HOMO and LUMO is 7.761 eV. As for the relative energy (zero: lowest compared OMol25 entry of this formula, charge and spin): 0.3701 eV.

No. 6
This record from OMol25 describes a cluster of 8 separate species, H14IO7 in total at a distorted geometry. The level of theory is the ωB97M-V functional and the def2-TZVPD basis.

ORCA input file:
```
! RIJCOSX wB97M-V def2-TZVPD def2/J DEFGRID3
* xyz -1 1
I -0.208 0.437 -0.050
O 1.855 1.928 2.608
H 2.298 1.195 3.060
H 1.712 1.486 1.717
O -0.591 0.805 -3.733
H -0.300 -0.039 -3.873
H -0.134 0.793 -2.878
O -1.219 -0.413 3.359
H -1.086 0.043 2.357
H -2.077 -0.981 3.279
O 1.079 3.737 -1.139
H 0.488 4.587 -1.185
H 0.720 3.078 -0.679
O 2.469 -1.727 -1.431
H 1.843 -0.957 -1.133
H 2.622 -2.294 -0.516
O 0.391 -2.964 0.904
H 0.042 -2.200 0.338
H 0.351 -3.505 0.229
O -3.467 -1.084 -0.803
H -2.665 -0.687 -0.483
H -4.123 -1.238 0.052
*
```

Its energy is -22661.84914 eV. The value obtained for the gap between HOMO and LUMO is 8.691 eV. As for the relative energy (zero: lowest compared OMol25 entry of this formula, charge and spin): 2.7338 eV.